{"formula": "C8H16O", "method": "wB97M-V/def2-TZVPD", "de_lowest_ev": 0.5400, "total_energy_ev": -10602.452, "smiles": "CC(=O)C(C)C.C=CC", "e_homo_ev": -9.48, "lumo_energy_ev": 0.90, "elements": ["C", "C", "C", "H", "H", "H", "H", "H", "H", "H", "H", "C", "C", "C", "C", "C", "O", "H", "H", "H", "H", "H", "H", "H", "H"], "coordinates": [[-1.174, 0.422, -0.094], [-1.381, 1.238, 1.178], [-2.240, 0.762, -1.138], [-0.186, 0.649, -0.514], [1.629, -0.791, 1.283], [-2.368, 1.045, 1.590], [-2.040, 0.272, -2.087], [-1.290, 2.302, 0.969], [-0.645, 0.960, 1.929], [-2.258, 1.837, -1.307], [-3.223, 0.457, -0.786], [-0.976, -1.978, -0.966], [2.668, 1.105, 0.955], [-1.177, -1.068, 0.220], [2.268, -0.281, 0.574], [2.640, -0.888, -0.537], [-1.326, -1.496, 1.336], [-1.932, -2.113, -1.470], [-0.633, -2.952, -0.626], [-0.267, -1.555, -1.671], [1.786, 1.727, 1.105], [3.294, 1.556, 0.188], [3.219, 1.088, 1.895], [2.334, -1.894, -0.767], [3.277, -0.406, -1.261]]}

---

{"formula": "C25H37BeCl2CsF5ILiN3O9S", "method": "wB97M-V/def2-TZVPD", "total_energy_ev": -108122.796, "e_homo_ev": -7.32, "lumo_energy_ev": -5.57, "elements": ["O", "C", "N", "C", "C", "C", "C", "C", "O", "C", "S", "C", "C", "C", "C", "I", "C", "N", "C", "C", "N", "C", "H", "H", "H", "H", "H", "H", "H", "H", "H", "H", "H", "H", "H", "H", "H", "H", "F", "Cs", "Be", "C", "C", "C", "C", "C", "C", "H", "H", "H", "H", "H", "H", "H", "H", "H", "H", "H", "H", "H", "H", "C", "C", "O", "C", "O", "C", "F", "F", "F", "H", "H", "H", "H", "H", "Cl", "O", "Cl", "O", "O", "O", "Li", "F", "O", "H", "H"], "coordinates": [[-0.194, -3.229, 5.383], [-0.354, -3.359, 4.236], [-0.433, -3.112, 3.014], [0.869, -3.239, 2.386], [0.996, -4.249, 1.453], [-0.155, -5.184, 1.095], [-0.514, -6.168, 2.240], [0.508, -7.299, 2.461], [1.129, -7.773, 1.248], [2.293, -4.381, 0.796], [2.490, -5.720, -0.414], [3.359, -3.507, 1.087], [4.761, -3.583, 0.414], [5.884, -3.928, 1.443], [5.370, -4.879, 2.582], [7.017, -5.475, 3.857], [3.178, -2.452, 2.064], [4.231, -1.610, 2.277], [3.939, -0.699, 3.185], [2.679, -0.580, 3.862], [1.645, -1.367, 3.632], [1.927, -2.334, 2.707], [-0.003, -5.744, 0.156], [-1.059, -4.558, 0.919], [-0.749, -5.653, 3.188], [-1.471, -6.660, 1.945], [-0.075, -8.169, 2.866], [1.264, -7.023, 3.286], [1.981, -8.153, 1.483], [3.714, -6.247, -0.098], [4.798, -4.300, -0.411], [4.932, -2.570, -0.004], [6.774, -4.361, 0.952], [6.223, -3.010, 1.961], [4.918, -5.761, 2.094], [4.647, -4.385, 3.247], [4.725, 0.028, 3.440], [2.564, 0.219, 4.608], [2.026, -5.789, 3.818], [4.303, -7.271, -1.983], [-0.586, -0.366, 3.150], [-3.564, -0.863, 0.636], [-3.190, 0.280, -0.300], [-3.768, 1.624, 0.125], [-5.295, 1.698, 0.140], [-6.000, 1.385, -1.176], [-5.640, 2.359, -2.286], [-4.644, -1.031, 0.666], [-3.097, -1.791, 0.303], [-3.219, -0.657, 1.653], [-3.497, 0.038, -1.320], [-2.101, 0.368, -0.322], [-3.373, 2.399, -0.533], [-3.404, 1.868, 1.130], [-5.582, 2.717, 0.452], [-5.683, 1.018, 0.915], [-7.090, 1.423, -1.009], [-5.778, 0.364, -1.492], [-5.902, 3.389, -2.003], [-6.184, 2.113, -3.196], [-4.542, 2.322, -2.531], [-1.548, 3.975, -2.028], [-0.532, 5.014, -2.440], [-0.141, 4.845, -3.803], [-0.987, 5.334, -4.716], [-2.016, 5.883, -4.475], [-0.420, 5.123, -6.123], [0.049, 3.883, -6.302], [0.604, 5.968, -6.367], [-1.331, 5.331, -7.071], [-1.171, 2.970, -2.225], [-1.777, 4.066, -0.965], [-2.475, 4.081, -2.594], [0.389, 4.890, -1.829], [-0.900, 6.022, -2.273], [0.295, 6.282, -0.252], [0.496, 10.977, 0.605], [1.428, 10.054, 0.030], [2.388, 10.748, -0.776], [0.699, 9.109, -0.832], [2.090, 9.308, 1.062], [-7.287, 3.097, 1.419], [-3.629, 1.989, -3.759], [2.894, 7.946, -6.842], [2.070, 7.446, -6.838], [2.815, 8.534, -6.083]]}

---

{"formula": "C18H56O10", "method": "wB97M-V/def2-TZVPD", "de_lowest_ev": 5.8123, "total_energy_ev": -40044.207, "smiles": "CC(C)O.CC(C)O.CC(C)O.CC(C)O.CO.CO.CO.CO.CO.CO", "e_homo_ev": -9.93, "lumo_energy_ev": -0.01, "elements": ["C", "C", "C", "O", "H", "H", "H", "H", "H", "H", "H", "H", "C", "C", "C", "O", "H", "H", "H", "H", "H", "H", "H", "H", "C", "C", "C", "O", "H", "H", "H", "H", "H", "H", "H", "H", "C", "C", "C", "O", "H", "H", "H", "H", "H", "H", "H", "H", "C", "O", "H", "H", "H", "H", "C", "O", "H", "H", "H", "H", "C", "O", "H", "H", "H", "H", "C", "O", "H", "H", "H", "H", "C", "O", "H", "H", "H", "H", "C", "O", "H", "H", "H", "H"], "coordinates": [[-4.739, -4.030, -3.997], [-3.389, -4.797, -3.829], [-3.025, -5.169, -2.398], [-3.570, -6.021, -4.536], [-4.557, -2.978, -3.778], [-5.429, -4.321, -3.205], [-5.245, -4.274, -4.931], [-2.550, -4.267, -4.278], [-2.923, -4.285, -1.768], [-2.109, -5.757, -2.461], [-3.806, -5.735, -1.890], [-2.711, -6.451, -4.523], [3.758, -7.482, 0.569], [4.281, -6.056, 0.773], [3.207, -5.039, 0.800], [5.008, -5.988, 1.938], [3.229, -7.470, -0.384], [3.046, -7.771, 1.343], [4.563, -8.217, 0.539], [4.891, -5.758, -0.080], [3.566, -4.022, 0.961], [2.491, -5.150, 1.615], [2.592, -5.092, -0.098], [4.562, -6.557, 2.569], [5.307, 5.477, -0.701], [3.879, 5.752, -0.279], [2.903, 5.277, -1.361], [3.585, 5.284, 1.033], [5.439, 4.429, -0.968], [5.972, 5.644, 0.146], [5.547, 6.123, -1.546], [3.779, 6.824, -0.108], [2.866, 6.023, -2.155], [1.896, 5.218, -0.950], [3.228, 4.306, -1.735], [3.897, 4.377, 0.995], [-0.487, 1.631, 5.586], [-1.976, 1.973, 5.225], [-2.954, 0.981, 5.702], [-2.255, 3.202, 5.779], [-0.114, 2.168, 6.458], [0.237, 1.951, 4.836], [-0.342, 0.571, 5.794], [-2.014, 2.009, 4.136], [-2.717, 0.909, 6.764], [-2.797, 0.036, 5.182], [-4.015, 1.189, 5.560], [-1.640, 3.785, 5.328], [-0.938, 0.047, -0.023], [-2.381, 0.156, -0.153], [-0.504, 1.047, -0.027], [-0.735, -0.398, 0.951], [-0.438, -0.514, -0.812], [-2.487, 0.405, -1.074], [-7.728, -0.205, 0.590], [-9.105, 0.096, 0.562], [-7.298, -0.280, 1.590], [-7.474, -1.037, -0.067], [-7.152, 0.604, 0.141], [-9.232, 0.993, 0.880], [5.411, -1.002, -2.964], [4.318, -0.175, -2.621], [5.037, -1.795, -3.612], [6.169, -0.350, -3.397], [5.741, -1.523, -2.066], [4.148, 0.321, -3.425], [-4.114, 5.273, 0.355], [-3.759, 6.469, 0.998], [-4.277, 4.455, 1.056], [-5.076, 5.406, -0.140], [-3.415, 5.041, -0.449], [-2.920, 6.353, 1.449], [5.909, 0.440, 2.365], [4.692, 0.861, 1.822], [6.760, 0.646, 1.717], [6.028, 0.849, 3.369], [5.915, -0.645, 2.475], [4.705, 0.617, 0.894], [-1.995, 2.511, -4.747], [-3.285, 2.088, -4.337], [-1.815, 3.521, -4.380], [-1.273, 1.817, -4.318], [-1.898, 2.639, -5.825], [-3.900, 2.817, -4.446]]}

---

{"formula": "C38H64Cl4O30", "method": "wB97M-V/def2-TZVPD", "de_lowest_ev": 0.0000, "total_energy_ev": -151959.956, "smiles": "CCOC(=O)OC.CCOC(=O)OC.CCOC(=O)OC.CCOC(=O)OC.O=C1OCCO1.O=C1OCCO1.O=C1OCCO1.O=C1OCCO1.O=C1OCCO1.O=C1OCCO1.ClCCCl.ClCCCl", "e_homo_ev": -10.25, "lumo_energy_ev": -0.12, "elements": ["Cl", "C", "C", "Cl", "H", "H", "H", "H", "Cl", "C", "C", "Cl", "H", "H", "H", "H", "C", "C", "O", "C", "O", "O", "H", "H", "H", "H", "C", "C", "O", "C", "O", "O", "H", "H", "H", "H", "C", "C", "O", "C", "O", "O", "H", "H", "H", "H", "C", "C", "O", "C", "O", "O", "H", "H", "H", "H", "C", "C", "O", "C", "O", "O", "H", "H", "H", "H", "C", "C", "O", "C", "O", "O", "H", "H", "H", "H", "C", "C", "O", "C", "O", "O", "C", "H", "H", "H", "H", "H", "H", "H", "H", "C", "C", "O", "C", "O", "O", "C", "H", "H", "H", "H", "H", "H", "H", "H", "C", "C", "O", "C", "O", "O", "C", "H", "H", "H", "H", "H", "H", "H", "H", "C", "C", "O", "C", "O", "O", "C", "H", "H", "H", "H", "H", "H", "H", "H"], "coordinates": [[-17.326, 8.904, -4.881], [-15.885, 8.879, -3.834], [-14.843, 9.844, -4.382], [-14.004, 9.204, -5.797], [-15.536, 7.850, -3.839], [-16.127, 9.189, -2.821], [-14.095, 10.123, -3.639], [-15.380, 10.775, -4.572], [-13.289, 11.322, -0.770], [-11.737, 10.787, -1.435], [-11.469, 9.332, -1.087], [-9.807, 8.882, -1.525], [-10.968, 11.384, -0.950], [-11.647, 10.946, -2.507], [-12.169, 8.649, -1.564], [-11.532, 9.213, -0.007], [-11.762, 1.215, 0.405], [-13.133, 0.803, 0.982], [-14.067, 1.740, 0.441], [-13.448, 2.559, -0.423], [-13.992, 3.327, -1.116], [-12.135, 2.283, -0.503], [-11.274, 0.429, -0.158], [-11.119, 1.654, 1.167], [-13.104, 0.799, 2.073], [-13.380, -0.222, 0.695], [-10.604, 9.501, -8.142], [-10.449, 9.764, -6.642], [-9.109, 10.343, -6.573], [-8.449, 10.022, -7.710], [-7.314, 10.210, -7.923], [-9.254, 9.282, -8.534], [-11.132, 10.288, -8.681], [-11.238, 8.619, -8.245], [-10.564, 8.895, -5.996], [-11.151, 10.538, -6.326], [-16.882, 5.909, -6.831], [-15.623, 6.748, -7.079], [-14.939, 5.984, -8.104], [-15.450, 4.732, -8.151], [-15.009, 3.846, -8.814], [-16.518, 4.602, -7.310], [-17.799, 6.257, -7.300], [-17.070, 5.816, -5.759], [-14.935, 6.733, -6.242], [-15.875, 7.755, -7.375], [-17.732, 5.098, 0.147], [-16.954, 4.905, -1.177], [-17.466, 5.914, -2.003], [-18.657, 6.353, -1.507], [-19.348, 7.128, -2.011], [-18.888, 5.845, -0.284], [-17.244, 5.696, 0.918], [-18.110, 4.148, 0.521], [-17.040, 3.853, -1.459], [-15.909, 4.969, -0.879], [-7.396, 6.284, -5.012], [-5.944, 6.430, -5.417], [-5.676, 5.091, -5.912], [-6.480, 4.233, -5.252], [-6.295, 3.066, -5.212], [-7.459, 4.903, -4.582], [-8.053, 6.441, -5.873], [-7.712, 7.004, -4.257], [-5.278, 6.647, -4.580], [-5.869, 7.184, -6.192], [-12.121, 5.673, -2.329], [-13.558, 5.848, -2.880], [-13.312, 6.134, -4.274], [-12.003, 6.334, -4.524], [-11.606, 6.669, -5.571], [-11.295, 6.223, -3.386], [-11.940, 4.595, -2.272], [-11.957, 6.174, -1.382], [-14.055, 6.694, -2.404], [-14.099, 4.913, -2.907], [-8.778, 1.744, -3.717], [-10.160, 1.311, -3.330], [-11.127, 2.328, -3.606], [-12.019, 2.159, -4.544], [-12.003, 1.373, -5.386], [-12.962, 3.061, -4.318], [-14.159, 2.993, -5.101], [-8.572, 2.753, -3.364], [-8.575, 1.759, -4.786], [-8.019, 1.085, -3.285], [-10.115, 1.147, -2.252], [-10.502, 0.396, -3.814], [-14.017, 2.885, -6.178], [-14.766, 3.882, -4.956], [-14.727, 2.119, -4.770], [-11.528, 4.227, -7.714], [-11.173, 5.267, -8.745], [-9.746, 5.234, -8.941], [-9.228, 6.171, -9.736], [-9.827, 6.943, -10.415], [-7.913, 6.207, -9.548], [-7.237, 7.176, -10.329], [-11.004, 4.355, -6.761], [-11.314, 3.240, -8.121], [-12.572, 4.278, -7.403], [-11.480, 6.273, -8.458], [-11.633, 5.008, -9.699], [-7.594, 8.160, -10.045], [-7.455, 7.002, -11.382], [-6.178, 7.044, -10.156], [-8.669, 5.035, -1.675], [-8.602, 4.382, -0.329], [-9.562, 4.996, 0.534], [-9.893, 4.346, 1.633], [-9.549, 3.237, 1.921], [-10.728, 5.103, 2.336], [-11.255, 4.593, 3.534], [-8.412, 6.087, -1.525], [-9.624, 4.881, -2.159], [-7.828, 4.683, -2.275], [-7.587, 4.498, 0.071], [-8.722, 3.296, -0.312], [-10.587, 4.487, 4.383], [-11.653, 3.609, 3.271], [-12.112, 5.179, 3.854], [-14.738, 10.384, 2.495], [-15.399, 9.546, 1.414], [-14.880, 8.187, 1.373], [-14.987, 7.563, 0.219], [-15.575, 7.947, -0.708], [-14.489, 6.346, 0.265], [-13.890, 5.842, 1.441], [-15.138, 10.067, 3.458], [-14.978, 11.428, 2.332], [-13.662, 10.216, 2.466], [-15.281, 9.980, 0.424], [-16.471, 9.445, 1.613], [-13.254, 6.568, 1.924], [-13.346, 4.961, 1.107], [-14.673, 5.421, 2.075]]}